Record 1
A molecular structure, C32H68AsIN3O4 at a distorted geometry. Source: the OMol25 dataset; level of theory: wB97M-V/def2-TZVPD.

* multiplicity: 3
* LUMO level (alpha / beta): 1.962 / 1.912 eV
* F_max: 1.3 eV Å⁻¹
* E: -4258.6015 hartree
* total charge: -1
* HOMO (alpha / beta): -0.1387 / -0.1387 hartree
* orbital gap (alpha / beta): 5.7 / 5.7 eV

Geometry (Å):
C (5.201, 1.407, -3.691)
O (4.204, 1.884, -2.803)
C (3.605, 0.865, -2.022)
C (2.661, -0.100, -2.772)
C (2.015, 0.448, -4.057)
C (2.454, -0.279, -5.334)
C (2.224, -1.805, -5.340)
C (0.918, -2.299, -4.750)
As (1.169, -4.191, -3.986)
I (-0.538, -5.291, -5.992)
C (-0.487, -3.961, -2.818)
C (-0.155, -3.462, -1.406)
C (-0.669, -2.068, -1.024)
C (-2.178, -1.850, -1.185)
N (-2.536, -0.457, -1.494)
C (-2.130, 0.482, -0.451)
C (-2.370, -0.086, -2.810)
C (-2.281, 1.390, -3.090)
O (-2.342, -0.902, -3.703)
H (6.146, 1.920, -3.485)
H (4.912, 1.617, -4.726)
H (5.347, 0.327, -3.596)
H (3.054, 1.380, -1.231)
H (4.392, 0.273, -1.528)
H (3.173, -1.045, -2.973)
H (1.867, -0.353, -2.061)
H (2.213, 1.520, -4.159)
H (0.928, 0.349, -3.975)
H (1.959, 0.183, -6.196)
H (3.531, -0.110, -5.481)
H (2.281, -2.145, -6.381)
H (3.067, -2.297, -4.829)
H (0.578, -1.709, -3.896)
H (0.129, -2.361, -5.500)
H (1.340, -5.666, -3.461)
H (2.336, -4.434, -5.006)
H (2.164, -3.627, -2.910)
H (-1.147, -3.275, -3.357)
H (-0.983, -4.934, -2.790)
H (0.935, -3.432, -1.277)
H (-0.518, -4.180, -0.658)
H (-0.118, -1.304, -1.586)
H (-0.414, -1.910, 0.034)
H (-2.596, -2.499, -1.953)
H (-2.688, -2.091, -0.242)
H (-1.102, 0.845, -0.566)
H (-2.801, 1.344, -0.420)
H (-2.230, -0.026, 0.508)
H (-3.097, 1.933, -2.607)
H (-2.356, 1.516, -4.170)
H (-1.336, 1.806, -2.730)
C (-4.170, -3.609, 2.948)
C (-4.350, -2.093, 3.169)
C (-5.179, -1.810, 4.428)
C (-6.677, -2.066, 4.266)
C (-7.227, -1.350, 3.034)
C (-6.470, -1.708, 1.753)
N (-5.016, -1.441, 1.995)
O (-4.698, -0.212, 1.842)
C (-6.734, -3.162, 1.348)
C (-6.920, -0.823, 0.598)
C (-2.967, -1.470, 3.315)
H (-4.178, -3.858, 1.889)
H (-3.208, -3.927, 3.348)
H (-4.938, -4.203, 3.445)
H (-5.029, -0.765, 4.715)
H (-4.775, -2.423, 5.238)
H (-6.882, -3.138, 4.210)
H (-7.196, -1.704, 5.155)
H (-8.284, -1.584, 2.888)
H (-7.156, -0.269, 3.187)
H (-6.124, -3.435, 0.487)
H (-7.782, -3.254, 1.064)
H (-6.550, -3.881, 2.139)
H (-6.837, 0.232, 0.843)
H (-7.963, -1.050, 0.372)
H (-6.321, -1.015, -0.292)
H (-2.387, -1.593, 2.400)
H (-2.446, -1.979, 4.127)
H (-3.021, -0.410, 3.545)
C (5.375, 4.981, 4.001)
C (4.018, 4.280, 3.782)
C (4.131, 2.771, 4.038)
C (4.829, 1.994, 2.922)
C (4.210, 2.308, 1.562)
C (4.183, 3.805, 1.253)
N (3.500, 4.501, 2.392)
O (2.223, 4.469, 2.312)
C (5.603, 4.334, 1.020)
C (3.392, 4.067, -0.017)
C (3.010, 4.886, 4.750)
H (5.515, 5.798, 3.296)
H (5.411, 5.406, 5.004)
H (6.221, 4.301, 3.908)
H (3.124, 2.365, 4.172)
H (4.658, 2.632, 4.986)
H (5.901, 2.209, 2.915)
H (4.736, 0.925, 3.123)
H (4.749, 1.799, 0.760)
H (3.183, 1.931, 1.542)
H (5.590, 5.416, 0.881)
H (5.988, 3.880, 0.107)
H (6.301, 4.100, 1.817)
H (2.393, 3.640, 0.027)
H (3.914, 3.612, -0.861)
H (3.294, 5.136, -0.209)
H (2.854, 5.944, 4.538)
H (3.405, 4.786, 5.763)
H (2.048, 4.384, 4.700)

***

Record 2
5 unconnected molecules or ions with the total composition C32H69F2NO10PSi at a distorted geometry. Source: the OMol25 dataset; level of theory: wB97M-V/def2-TZVPD.

* LUMO level: -3.290 eV
* F_max: 2.2 eV Å⁻¹
* E: -2897.9690 hartree
* total charge: +1
* HOMO: -0.3961 hartree
* orbital gap: 7.5 eV

Geometry (Å):
C (2.480, 5.953, 1.388)
C (2.016, 5.211, 0.136)
O (0.704, 5.685, -0.210)
C (2.950, 5.437, -1.075)
N (3.926, 4.340, -1.157)
C (3.687, 3.382, -2.213)
C (3.490, 1.920, -1.607)
O (3.599, 2.007, -0.158)
P (3.628, 0.665, 0.641)
C (2.247, 0.676, 1.905)
F (2.742, -0.015, 2.974)
F (2.036, 1.938, 2.303)
C (0.955, 0.036, 1.438)
C (0.702, 0.337, -0.063)
Si (-1.067, -0.051, -0.664)
C (-2.030, -1.152, 0.515)
C (-0.848, -0.997, -2.295)
C (-2.012, 1.504, -1.121)
C (-3.340, 1.394, -1.447)
C (-4.053, 2.488, -1.822)
C (-3.449, 3.717, -1.887)
C (-2.141, 3.847, -1.541)
C (-1.420, 2.747, -1.162)
H (1.897, 5.585, 2.232)
H (3.539, 5.819, 1.611)
H (2.245, 7.012, 1.275)
H (1.919, 4.151, 0.370)
H (0.813, 6.581, -0.552)
H (3.487, 6.373, -0.910)
H (2.317, 5.514, -1.961)
H (4.878, 4.671, -1.148)
H (4.529, 3.336, -2.906)
H (2.821, 3.643, -2.820)
H (4.208, 1.227, -2.048)
H (2.498, 1.596, -1.925)
H (3.640, -0.481, -0.162)
H (4.826, 0.678, 1.373)
H (0.151, 0.481, 2.024)
H (0.998, -1.041, 1.583)
H (1.372, -0.316, -0.638)
H (0.996, 1.368, -0.280)
H (-2.415, -0.554, 1.343)
H (-2.887, -1.563, -0.018)
H (-1.416, -1.991, 0.850)
H (-0.533, -0.262, -3.039)
H (-0.060, -1.751, -2.245)
H (-1.802, -1.418, -2.610)
H (-3.829, 0.426, -1.404)
H (-5.095, 2.429, -2.106)
H (-4.029, 4.568, -2.216)
H (-1.643, 4.808, -1.563)
H (-0.377, 2.880, -0.895)
C (0.081, 2.187, -5.128)
O (1.420, 2.656, -5.204)
C (2.382, 1.617, -5.318)
C (2.867, 1.456, -6.743)
O (1.834, 0.987, -7.589)
C (1.249, 2.010, -8.381)
H (-0.578, 3.042, -5.271)
H (-0.132, 1.444, -5.899)
H (-0.115, 1.760, -4.140)
H (1.981, 0.670, -4.939)
H (3.228, 1.904, -4.680)
H (3.662, 0.704, -6.760)
H (3.283, 2.396, -7.118)
H (1.927, 2.297, -9.190)
H (0.998, 2.891, -7.785)
H (0.334, 1.611, -8.816)
C (8.279, -1.962, 5.597)
O (6.936, -1.729, 5.994)
C (6.264, -0.792, 5.174)
C (5.343, -1.478, 4.186)
O (6.068, -2.235, 3.224)
C (6.073, -3.628, 3.502)
H (8.635, -2.840, 6.131)
H (8.358, -2.146, 4.523)
H (8.907, -1.108, 5.869)
H (6.978, -0.147, 4.652)
H (5.660, -0.161, 5.835)
H (4.791, -0.716, 3.633)
H (4.617, -2.107, 4.709)
H (5.096, -4.066, 3.272)
H (6.326, -3.830, 4.545)
H (6.823, -4.092, 2.864)
C (-1.261, -5.449, 2.469)
O (-2.372, -4.668, 2.062)
C (-3.310, -5.408, 1.290)
C (-4.511, -5.822, 2.114)
O (-4.156, -6.757, 3.119)
C (-4.040, -6.176, 4.407)
H (-0.718, -4.885, 3.227)
H (-1.573, -6.403, 2.898)
H (-0.592, -5.630, 1.620)
H (-2.835, -6.282, 0.836)
H (-3.650, -4.752, 0.481)
H (-5.233, -6.316, 1.455)
H (-4.999, -4.946, 2.553)
H (-5.032, -5.953, 4.813)
H (-3.440, -5.263, 4.387)
H (-3.553, -6.901, 5.056)
C (-6.465, 0.549, 1.038)
O (-6.139, -0.504, 0.142)
C (-5.929, -1.742, 0.810)
C (-7.130, -2.655, 0.693)
O (-8.249, -2.135, 1.391)
C (-9.201, -1.518, 0.539)
H (-6.826, 1.392, 0.451)
H (-7.244, 0.252, 1.743)
H (-5.571, 0.862, 1.588)
H (-5.672, -1.576, 1.861)
H (-5.073, -2.227, 0.327)
H (-6.884, -3.618, 1.154)
H (-7.376, -2.837, -0.357)
H (-9.763, -2.278, -0.015)
H (-8.729, -0.829, -0.165)
H (-9.895, -0.959, 1.165)